24
Properties=species:S:1:pos:R:3:forces:R:3 method="wB97M-V/def2-TZVPD" s2=0.751 gap_ev="3.11 / 10.93" de_lowest_kj_mol=165.2 multiplicity=2 charge=0 molar_mass_g_mol=130.16 total_energy_ha=-479.47239 lumo_energy_ev="0.57 / 0.27" homo_ev="-2.54 / -10.66"
C 2.406696 -0.746091 -0.779285 0.40 -0.03 0.43
C 1.295519 -0.425185 -1.694742 -1.06 0.43 0.14
C 1.115853 -0.793402 -2.951348 0.89 -0.21 -0.10
N 0.149251 0.222630 -1.024461 -0.59 -0.03 -0.04
H 2.715740 0.078286 -0.136063 -0.03 0.33 -0.37
H 2.102882 -1.479425 -0.033722 -0.19 -0.40 -0.11
H 3.256251 -1.120646 -1.336949 0.15 -0.06 -0.04
H 0.274912 -0.579348 -3.591736 -0.25 0.14 0.29
H 1.920130 -1.352460 -3.407933 0.03 -0.02 -0.13
H -0.339698 -0.442190 -0.389656 0.20 0.01 0.05
H -0.569866 0.540320 -1.673297 0.03 -0.07 -0.11
H 0.344916 0.998201 -0.381291 0.53 -0.03 0.03
H -0.261789 0.104296 2.148294 -0.05 0.09 0.00
H 0.664847 -1.095769 2.016291 -0.08 0.00 -0.07
O 0.362885 -0.304972 1.526267 0.14 -0.20 0.29
H 1.302212 3.160746 2.011920 0.03 -0.19 0.05
H 0.455751 3.566377 0.818278 -0.04 0.01 0.02
O 0.837334 2.793355 1.250960 -0.07 0.13 -0.25
H -2.980212 -2.075010 1.751657 -0.08 0.14 -0.26
H -2.192404 -1.679702 2.949963 0.27 0.48 0.02
O -2.647391 -1.274763 2.188878 -0.29 -0.67 0.31
H -2.502287 -0.211038 0.788070 0.24 -0.05 -0.22
H -3.261299 0.632619 -0.239251 0.06 -0.01 -0.10
O -2.451846 0.117157 -0.137861 -0.24 0.21 0.17

24
Properties=species:S:1:pos:R:3:forces:R:3 method="wB97M-V/def2-TZVPD" s2=0.750 gap_ev="2.68 / 10.93" de_lowest_kj_mol=118.7 multiplicity=2 charge=0 molar_mass_g_mol=130.16 total_energy_ha=-479.49009 lumo_energy_ev="0.07 / 0.01" homo_ev="-2.61 / -10.92"
C -1.219048 -2.141798 0.790180 0.21 -0.15 -0.57
C 0.278453 -1.965673 0.458372 -0.09 0.94 -0.25
C 0.497526 -1.896467 -1.039706 -0.35 -0.04 -0.09
O 0.867355 -0.871461 1.167670 0.02 0.08 -0.07
N -1.664383 -1.169944 1.813980 0.04 0.36 -0.22
H -1.789287 -2.028145 -0.126749 -0.30 0.27 0.13
H -1.425420 -3.141446 1.158533 0.02 -0.12 0.23
H 0.818415 -2.812189 0.811812 0.35 -0.78 0.43
H 0.145609 -2.858431 -1.423406 0.09 0.15 -0.37
H 1.537367 -1.758673 -1.294804 0.44 -0.23 0.08
H -0.036350 -1.081191 -1.538256 -0.26 -0.12 0.28
H 0.806786 -0.069877 0.629985 -0.13 -0.04 -0.01
H -1.908474 -0.240015 1.394542 0.08 -0.40 -0.11
H -0.848215 -0.975682 2.402135 -0.04 -0.01 0.53
H -2.478955 -1.506701 2.369806 -0.06 -0.10 0.19
H -2.462459 1.229626 -0.342411 0.11 -0.04 0.13
H -1.000020 1.610938 0.029239 -0.06 -0.03 -0.06
O -1.665482 0.899791 0.102428 -0.09 0.28 -0.32
H 3.830084 3.877467 -1.374499 0.06 0.04 -0.18
H 2.576998 4.439468 -2.093590 0.21 0.05 -0.09
O 2.930641 4.184349 -1.237288 -0.25 -0.14 0.28
H 1.346971 2.822030 -0.409049 -0.09 0.15 0.16
H 0.438491 2.802814 -1.600790 -0.25 -0.10 0.04
O 0.423396 2.651211 -0.648133 0.36 -0.02 -0.17

24
Properties=species:S:1:pos:R:3:forces:R:3 method="wB97M-V/def2-TZVPD" gap_ev=11.10 de_lowest_kj_mol=119.6 charge=+1 molar_mass_g_mol=130.16 total_energy_ha=-479.35438 lumo_energy_ev=-2.61 homo_ev=-13.70
C 0.938089 -3.186373 -0.656168 1.26 -0.48 -0.38
C 0.447350 -1.895020 -0.100137 -0.01 0.09 -2.46
C -0.040866 -0.949773 -0.906353 0.99 0.12 1.88
N -0.456017 0.297145 -0.231614 -2.12 0.31 -1.33
H 1.040523 -3.900614 0.159958 0.16 -0.19 -0.31
H 0.493481 -3.673706 -1.533556 -0.97 0.46 0.56
H 1.920519 -2.997816 -1.126251 0.18 -0.07 0.80
H 0.717781 -1.663567 0.911542 -0.62 0.00 0.58
H 0.022037 -0.902497 -1.978332 -0.48 -0.26 -0.16
H -1.078354 0.813412 -0.870848 0.43 0.42 0.03
H -1.147089 0.058373 0.507889 1.18 0.34 0.40
H 0.258213 0.964689 0.068546 0.08 -0.31 0.20
H 2.553121 -0.567787 1.906161 -0.09 0.47 -0.11
H 2.886672 0.541808 2.857270 -0.25 0.25 -0.39
O 2.396695 0.384516 2.031188 0.35 -0.68 0.43
H -1.139413 -0.525579 3.068338 0.06 0.47 0.22
H -0.627234 0.948884 2.801886 0.04 0.24 0.64
O -0.828085 0.105089 2.409248 -0.29 -0.81 -0.58
H -3.635667 2.601766 -0.887398 -0.08 -0.20 -0.31
H -3.171836 1.510006 -1.934550 -0.61 0.26 -0.17
O -2.932756 1.996552 -1.145292 0.77 -0.24 0.38
H -0.113072 3.579094 -2.257472 -0.30 0.20 -0.26
H 1.215678 3.341500 -1.575906 0.02 0.04 0.04
O 0.280232 3.119906 -1.518149 0.31 -0.41 0.31

23
Properties=species:S:1:pos:R:3:forces:R:3 method="wB97M-V/def2-TZVPD" gap_ev=10.93 de_lowest_kj_mol=134.3 charge=0 molar_mass_g_mol=116.16 total_energy_ha=-424.80567 lumo_energy_ev=0.51 homo_ev=-10.42 smiles=CCC.O.O.O.O
C -0.050320 -0.607919 0.507450 -0.68 -0.45 -1.77
C 0.234801 0.747386 1.089075 1.31 1.16 1.67
C -0.900026 1.596422 1.738593 -0.06 -1.76 -0.87
H 0.720868 -1.228073 0.010269 0.53 1.28 -0.01
H -0.814776 -0.478358 -0.281577 -0.16 -0.57 0.48
H -0.304271 -1.354924 1.248160 -1.00 0.27 0.53
H 0.820806 1.494686 0.549575 -0.12 -0.61 -1.14
H 0.951797 0.574683 1.878257 -0.03 -0.14 0.45
H -1.678212 1.791206 0.996703 -0.05 0.23 0.12
H -1.339762 0.999381 2.532478 -0.27 0.16 0.26
H -0.510419 2.521326 2.141713 0.09 0.16 0.04
H 3.927036 -0.940780 -1.139466 -0.26 -0.29 -0.02
H 3.543127 -1.202417 -2.572845 -0.12 -0.14 -0.03
O 3.409601 -1.553256 -1.685032 0.35 0.43 0.05
H -0.852440 -4.217848 -2.441196 0.70 0.06 0.30
H -1.931882 -3.361988 -1.686599 0.45 -0.34 -0.29
O -1.768009 -3.974623 -2.420030 -1.15 0.31 0.00
H -3.381959 0.418706 -3.032567 -0.29 0.27 -0.10
H -4.510699 1.486546 -2.882795 -0.35 0.44 -0.71
O -3.955312 0.884408 -2.413288 0.65 -0.72 0.82
H 2.449363 2.788491 2.495252 -0.62 -0.25 -0.39
H 3.388222 1.793647 2.929475 -0.05 -0.72 -0.10
O 2.552467 1.823297 2.438394 1.11 1.24 0.72

24
Properties=species:S:1:pos:R:3:forces:R:3 method="wB97M-V/def2-TZVPD" gap_ev=8.83 de_lowest_kj_mol=126.1 charge=0 molar_mass_g_mol=148.22 total_energy_ha=-823.01290 lumo_energy_ev=0.45 homo_ev=-8.38 smiles=CCSC.O.O.O.O
C 0.860196 2.624308 -0.266085 0.07 -0.87 0.90
C 0.314070 1.622683 -1.288244 -0.17 -0.20 0.27
S -1.457553 1.656255 -1.614089 -0.65 0.19 -0.12
C -2.079965 0.828303 -0.111888 1.14 0.47 -0.05
H 1.289792 2.063460 0.572802 0.27 -0.04 -0.19
H 0.081961 3.179274 0.253314 -0.10 0.54 -0.55
H 1.665461 3.228985 -0.668692 -0.23 0.40 -0.04
H 0.496260 0.613925 -0.921005 0.31 -0.14 -0.27
H 0.782333 1.738492 -2.264586 0.03 -0.08 0.05
H -1.907306 -0.242520 -0.162600 -0.30 -0.16 -0.02
H -1.446355 1.201421 0.696533 -0.34 -0.03 0.20
H -3.114151 1.097770 0.072618 -0.04 -0.10 -0.09
H 2.551536 -3.110101 -0.565585 -0.27 -0.22 -0.70
H 1.329930 -3.191335 -1.614537 0.54 -0.29 0.04
O 1.663780 -2.810688 -0.796849 -0.18 0.45 0.52
H 0.473190 -0.344110 3.891244 -0.36 0.14 0.06
H 0.111041 1.114659 3.370886 -0.14 -0.25 0.44
O 0.645751 0.330024 3.231726 0.53 0.34 -0.58
H -0.886541 -1.781836 -1.765914 -0.05 0.02 -0.05
H -2.349565 -1.808384 -2.193725 0.31 -0.06 -0.16
O -1.464871 -2.082109 -2.477530 -0.16 0.01 0.23
H 0.958596 -1.203758 1.414594 0.06 -0.03 0.06
H 0.986508 -2.749641 1.454706 -0.12 0.28 -0.28
O 0.495903 -1.975083 1.752897 -0.16 -0.36 0.32

24
Properties=species:S:1:pos:R:3:forces:R:3 method="wB97M-V/def2-TZVPD" gap_ev=9.30 de_lowest_kj_mol=247.4 charge=0 molar_mass_g_mol=148.22 total_energy_ha=-822.96669 lumo_energy_ev=0.22 homo_ev=-9.08 smiles=CCCS.O.O.O.O
C 1.379964 -1.247626 1.677736 1.05 -4.97 1.80
C 0.219923 -1.417493 0.729607 2.16 -1.47 -0.32
C -0.982892 -2.188466 1.160506 0.47 -1.89 0.56
S -2.242473 -1.162404 1.945951 -1.21 -0.95 -1.17
H 1.873692 -2.297793 1.974162 -1.40 1.59 -0.49
H 1.034799 -0.906691 2.615254 -0.39 0.74 1.20
H 2.317685 -0.805379 1.485446 0.53 1.49 -1.27
H 0.032624 -0.426042 0.544206 -1.45 2.07 -1.58
H 0.489619 -2.011370 -0.144071 0.84 0.90 -0.38
H -0.679611 -3.052578 1.809806 -0.22 0.91 -0.02
H -1.214613 -2.755629 0.245557 -1.41 0.66 0.42
H -1.349022 -0.689507 2.737125 0.93 0.81 1.23
H 1.375238 3.617142 2.260897 2.40 0.92 1.40
H 0.214402 4.392978 1.518979 0.26 0.83 0.29
O 0.586459 3.567791 1.803300 -2.64 -1.30 -1.47
H -0.728441 1.487731 -3.229246 -1.71 -0.71 -0.26
H 0.305078 1.751420 -2.137938 -0.18 0.19 -1.17
O 0.098908 1.890504 -3.104896 1.93 0.53 1.57
H -1.465305 -1.630583 -5.331078 2.14 -0.94 -0.97
H -1.809554 -0.689805 -4.155118 0.58 0.10 0.24
O -2.142158 -1.209230 -4.876539 -2.71 0.81 0.73
H 0.815071 2.748909 0.200983 -0.10 -2.97 -0.87
H 1.064823 1.244490 0.481794 0.72 -1.40 1.86
O 0.805783 1.789632 -0.212423 -0.58 4.04 -1.34